[1]
This record from OMol25 describes C5H12N2O in the gas phase in a non-equilibrium geometry. The level of theory is ωB97M-V with the def2-TZVPD basis set.

The value obtained for the energy above the lowest of the compared OMol25 structures with the same formula, charge and spin is 399.2 kJ/mol. As for the charge: 0. As for the SMILES: C=CC[C@](N)(O)NC. The calculation puts the LUMO energy at 0.0289 Ha.

Structure (XYZ):
```
20
C5H12N2O, DFT ωB97M-V with the def2-TZVPD basis set
H -0.402 -1.478 1.414
H -1.990 0.632 -1.607
H 2.573 -0.534 -0.986
N -0.022 -0.919 -0.575
O 2.111 0.312 -1.055
C 0.216 1.601 -0.368
H 0.037 -2.816 0.303
H 1.289 0.958 1.786
H -0.090 -1.172 -1.554
N 1.441 0.156 1.188
H 2.016 -0.656 1.367
C 1.077 0.352 -0.143
H -1.571 -2.065 0.291
C -1.923 0.484 -0.531
H -2.837 0.122 -0.073
C -1.153 1.373 0.207
H -1.172 1.302 1.290
C -0.498 -1.869 0.402
H 0.171 1.769 -1.449
H 0.728 2.450 0.093
```

---

[2]
This record from OMol25 describes C5H12N2O in the gas phase. The level of theory is ωB97M-V with the def2-TZVPD basis set.

The value obtained for the energy above the lowest of the compared OMol25 structures with the same formula, charge and spin is 202.3 kJ/mol. As for the charge: 0. As for the SMILES: CC1(C)NNC[C@H]1O. The calculation puts the LUMO energy at 0.0306 Ha.

Structure (XYZ):
```
20
C5H12N2O, DFT ωB97M-V with the def2-TZVPD basis set
H 2.273 -0.677 -1.011
H 1.592 1.592 1.068
H -1.425 -2.451 -0.368
H -2.260 -0.289 -1.528
C 0.536 -0.024 0.077
O -1.330 1.403 0.914
H -0.742 2.134 1.132
H -0.690 1.425 -1.042
N -0.928 -1.601 -0.586
H 0.725 0.492 2.176
H 0.834 -0.464 -2.000
C -0.812 0.728 -0.203
C -1.777 -0.418 -0.554
N 0.121 -1.400 0.356
C 1.313 0.550 1.255
H 1.734 0.960 -1.437
H 2.226 -0.039 1.394
C 1.406 -0.046 -1.182
H -0.243 -1.427 1.315
H -2.552 -0.449 0.224
```

---

[3]
This record from OMol25 describes a 2-piece molecular cluster, C5H12N2O overall in a non-equilibrium geometry. The level of theory is ωB97M-V with the def2-TZVPD basis set.

The value obtained for the energy above the lowest of the compared OMol25 structures with the same formula, charge and spin is 495.7 kJ/mol. As for the charge: 0. As for the SMILES: COC#N.CCNC. The calculation puts the LUMO energy at 0.0292 Ha.

Structure (XYZ):
```
20
C5H12N2O, DFT ωB97M-V with the def2-TZVPD basis set
H 0.947 -1.571 1.431
C 0.761 1.346 -2.072
H -1.251 -2.778 0.760
H 1.050 1.227 -3.123
H 0.838 1.495 1.185
C -1.348 -1.953 0.051
C -1.240 0.880 -0.691
N -0.925 -0.692 0.658
O -0.194 0.375 -1.744
H 2.149 0.599 1.945
N -1.807 1.842 -0.350
H -2.394 -1.906 -0.262
C 0.774 -0.641 0.892
H 1.665 1.220 -1.454
H -0.724 -2.145 -0.823
H 1.302 -0.650 -0.057
H 0.391 2.372 -1.933
C 1.076 0.573 1.723
H -1.597 -0.158 1.198
H 0.525 0.566 2.666
```

---

[4]
This record from OMol25 describes C5H12N2O in the gas phase in a non-equilibrium geometry. The level of theory is ωB97M-V with the def2-TZVPD basis set.

The value obtained for the energy above the lowest of the compared OMol25 structures with the same formula, charge and spin is 194.8 kJ/mol. As for the charge: 0. As for the SMILES: CN[C@H](CN)CC=O. The calculation puts the LUMO energy at 0.0338 Ha.

Structure (XYZ):
```
20
C5H12N2O, DFT ωB97M-V with the def2-TZVPD basis set
H -0.098 1.465 -0.326
H -0.838 -0.402 -1.916
H 1.986 -0.031 0.438
H 1.413 -1.068 -0.830
C 2.000 0.905 -1.455
H -1.200 -1.390 -0.602
N -0.359 0.297 1.334
H -2.336 1.283 -0.905
C -0.061 -0.993 1.962
H -0.967 -1.590 2.021
O 3.114 1.347 -1.358
H 0.669 -1.574 1.389
C -1.106 -0.341 -0.874
H 0.321 -0.848 2.972
C -0.036 0.400 -0.086
C 1.401 -0.051 -0.475
H -2.939 0.035 0.002
N -2.433 0.281 -0.835
H 0.107 1.037 1.845
H 1.363 1.237 -2.300
```

---

[5]
This record from OMol25 describes C5H12N2O in the gas phase in a non-equilibrium geometry. The level of theory is ωB97M-V with the def2-TZVPD basis set.

The value obtained for the energy above the lowest of the compared OMol25 structures with the same formula, charge and spin is 270.1 kJ/mol. As for the charge: 0. As for the SMILES: N/C=C(\N)CCCO. The calculation puts the LUMO energy at 0.0351 Ha.

Structure (XYZ):
```
20
C5H12N2O, DFT ωB97M-V with the def2-TZVPD basis set
H 1.846 1.059 0.981
O 0.260 -0.191 -2.746
H 0.399 0.569 -2.151
C 0.289 -1.400 -1.977
H 1.374 -1.586 -2.039
H -0.294 -2.090 -2.643
H 1.185 3.300 1.621
H 1.370 -1.020 0.648
C -0.475 -1.499 -0.635
H -0.184 3.342 0.779
H -1.505 -1.136 -0.693
H -1.649 1.096 2.146
H -0.660 -2.589 -0.584
C 0.263 -1.009 0.643
C -0.137 0.430 0.954
N -1.500 0.611 1.282
H -2.028 -0.229 1.158
N 0.598 2.745 1.019
H 0.053 -1.809 1.354
C 0.794 1.408 0.881
```

---

[6]
This record from OMol25 describes C5H12N2O as an isolated structure in a non-equilibrium geometry. The level of theory is ωB97M-V with the def2-TZVPD basis set.

The value obtained for the energy above the lowest of the compared OMol25 structures with the same formula, charge and spin is 582.8 kJ/mol. As for the charge: 0. The calculation puts the LUMO energy at 0.0249 Ha.

Structure (XYZ):
```
20
C5H12N2O, DFT ωB97M-V with the def2-TZVPD basis set
H 0.132 0.482 2.305
H 0.357 -1.995 -0.455
C -1.843 -0.669 -0.568
C -0.192 1.097 -0.625
H -1.656 -0.553 -1.724
N 2.470 0.133 0.390
H 3.417 0.049 0.326
H 0.490 0.773 -1.595
H -1.591 -0.557 2.034
H 2.639 -1.835 -0.901
H 1.411 1.802 -0.317
C -0.428 -0.117 0.071
H -2.506 -0.051 -0.052
C 1.855 -0.970 -0.173
O 0.534 2.329 -0.322
H -1.239 1.616 -0.785
H -1.606 1.035 1.449
C -0.695 0.264 1.526
H -2.096 -1.720 -0.390
N 0.545 -1.111 -0.193
```

---

[7]
This record from OMol25 describes an isolated ion of composition C5H12N2O and charge +1 in a non-equilibrium geometry. The level of theory is ωB97M-V with the def2-TZVPD basis set.

The value obtained for the energy above the lowest of the compared OMol25 structures with the same formula, charge and spin is 275.7 kJ/mol. As for the charge: +1. The spin multiplicity is 2. The calculation puts the LUMO energy (spin up / spin down) at -0.1534 / -0.3188 Ha. As for the expectation value of S²: 0.7557.

Structure (XYZ):
```
20
C5H12N2O, DFT ωB97M-V with the def2-TZVPD basis set
H 0.516 1.239 0.901
C 1.749 1.628 -0.928
C 1.249 0.872 0.184
C -0.622 -0.808 0.129
C -1.656 -1.686 2.124
H -2.493 -1.907 1.463
N -0.516 -1.199 1.423
H 1.311 -1.152 -0.773
C 0.629 -0.381 -0.625
O -1.707 -0.952 -0.547
H -1.585 -2.782 2.457
H 0.465 -0.046 -1.726
H 2.393 1.141 -1.733
H 1.983 0.626 0.878
H -1.888 -1.068 3.049
H 2.462 2.555 -0.647
H -0.030 1.631 -1.922
N 0.741 2.267 -1.881
H 0.382 3.185 -1.544
H 0.465 -1.031 1.877
```

---

[8]
This record from OMol25 describes a 2-piece molecular cluster, C5H12N2O overall in a non-equilibrium geometry. The level of theory is ωB97M-V with the def2-TZVPD basis set.

The value obtained for the energy above the lowest of the compared OMol25 structures with the same formula, charge and spin is 201.1 kJ/mol. As for the charge: +1. The spin multiplicity is 2. The calculation puts the LUMO energy (spin up / spin down) at -0.1450 / -0.3065 Ha. As for the expectation value of S²: 0.7847.

Structure (XYZ):
```
20
C5H12N2O, DFT ωB97M-V with the def2-TZVPD basis set
C 1.207 -1.154 -0.331
H 3.480 -3.261 -1.013
H -0.330 3.627 -0.765
H 1.413 -3.204 0.121
O 2.895 -2.509 -1.169
H -1.337 1.613 2.011
C -0.183 2.801 -0.062
H -2.005 1.950 -0.817
C -1.924 1.517 1.108
H -0.678 -2.066 -0.078
H -0.706 -0.343 -0.702
H 2.645 -2.166 0.868
H -3.485 0.697 1.873
C 2.056 -2.343 -0.040
N -1.361 1.983 -0.020
C -0.116 -1.176 -0.341
H 0.665 2.203 -0.402
H 1.742 -0.231 -0.508
H 0.044 3.180 0.929
N -3.112 1.025 0.981
```

---

- energy above the lowest of the compared OMol25 structures with the same formula, charge and spin of number 2 (C5H12N2O)?
  202.3 kJ/mol

---

- Number 7 is which compound?
  C5H12N2O